{
  "formula": "C41H53N12O6",
  "method": "the ωB97M-V functional and the def2-TZVPD basis",
  "symbols": ["N", "H", "H", "H", "N", "C", "C", "C", "C", "H", "H", "N", "C", "H", "H", "N", "H", "H", "O", "H", "H", "H", "C", "H", "H", "C", "C", "N", "H", "C", "C", "H", "C", "C", "C", "H", "C", "H", "C", "H", "H", "H", "H", "H", "H", "C", "C", "O", "O", "N", "C", "C", "N", "H", "C", "H", "O", "C", "C", "H", "H", "H", "C", "C", "O", "H", "O", "H", "N", "C", "C", "N", "C", "C", "H", "H", "H", "H", "C", "C", "H", "H", "H", "C", "H", "N", "H", "C", "C", "C", "C", "C", "H", "H", "H", "H", "H", "C", "H", "H", "N", "H", "C", "H", "C", "H", "N", "C", "C", "H", "H", "H"],
  "positions_angstrom": [[0.075, -0.457, -1.590], [-3.318, -1.554, -2.542], [3.846, 1.364, 2.113], [0.819, -3.930, 1.216], [1.045, -3.877, 0.236], [-2.049, 2.315, 0.182], [-0.699, -1.520, 0.172], [0.997, -2.976, 4.376], [-0.706, 4.022, 1.316], [-1.464, -4.487, 0.529], [-4.709, 0.235, -3.057], [-4.297, -2.185, -0.795], [-3.164, 4.260, 2.700], [-0.371, 0.924, 1.973], [5.436, -2.499, 0.004], [-1.235, -1.993, -0.972], [1.746, 1.509, -4.670], [0.435, -4.231, -2.957], [2.361, 1.563, -2.706], [-6.337, -1.986, -0.451], [0.856, 0.435, -3.553], [1.727, 1.502, -1.109], [4.463, 0.917, -1.809], [4.917, 2.780, 2.256], [3.675, 0.313, -3.713], [3.176, 4.472, -0.466], [2.017, -1.244, 3.057], [-0.756, -1.336, -2.012], [1.962, -4.389, 5.253], [-4.330, -1.705, -2.168], [-1.271, -4.391, -0.542], [-4.633, 0.069, 1.044], [-0.248, -2.391, 4.153], [3.434, -3.137, 0.347], [1.320, 1.422, -3.663], [-1.636, -5.290, -1.039], [4.511, -2.818, -0.453], [-1.316, -0.793, 3.245], [-0.346, -1.246, 3.391], [-5.333, -2.217, 0.996], [2.096, -0.139, 0.511], [-0.966, -1.902, 1.131], [3.231, -3.403, -3.550], [5.195, 2.806, -0.236], [-1.481, 1.471, -3.931], [4.880, 1.898, 0.298], [-5.395, -1.714, 0.031], [3.984, 1.159, -0.502], [-2.204, 5.291, 2.751], [-2.866, 1.207, -2.094], [1.108, 0.338, 0.518], [0.846, -4.063, -1.981], [-3.169, 1.607, 0.213], [2.828, -0.419, -2.324], [4.190, 2.270, 1.611], [-6.128, -0.448, -2.225], [-3.304, -3.172, 0.967], [0.263, 2.517, -3.407], [-5.042, -0.340, -2.195], [3.492, -3.076, 1.422], [5.223, 0.126, -1.802], [0.202, 3.183, -4.272], [4.434, -2.911, -1.846], [-3.298, -2.867, -0.210], [3.029, 3.062, 1.464], [4.195, 4.784, 1.345], [1.049, -4.104, 5.120], [0.275, 2.039, -0.430], [-4.695, 0.377, -0.993], [-2.059, -3.171, -1.079], [0.662, 0.575, 1.966], [-1.653, 2.926, 1.318], [0.159, -0.526, -0.242], [-2.487, 2.900, 2.505], [-0.198, 4.069, 0.354], [-0.750, 6.167, 1.679], [1.294, 1.361, 2.389], [-1.843, 2.691, 3.366], [3.282, -3.326, -2.474], [2.132, -2.385, 3.829], [-1.121, -2.848, 4.591], [5.777, 1.306, 0.529], [2.911, -0.799, 2.644], [0.188, -4.191, -0.792], [-3.232, 2.115, 2.389], [1.240, 1.630, -0.192], [1.823, 2.267, 0.378], [2.265, -3.546, -0.281], [-5.280, -0.186, 0.205], [-1.455, 5.342, 1.564], [-3.537, 1.064, -0.951], [2.175, -3.649, -1.690], [3.039, 4.478, -2.708], [-2.297, -3.313, -2.133], [2.426, 4.993, 1.414], [-2.115, 5.545, 0.706], [3.105, -2.818, 4.019], [0.780, -0.663, 2.817], [-3.700, 4.292, 3.649], [0.558, 3.108, -2.539], [-1.046, 1.973, -3.171], [4.907, 1.838, -2.212], [3.298, 0.499, -2.700], [0.016, 3.855, 2.123], [-1.711, 1.859, -2.011], [-6.270, 0.247, 0.377], [-1.224, 2.405, -0.885], [3.236, 4.392, 0.985], [3.087, 4.454, -1.660], [5.304, -2.660, -2.435], [-4.853, -2.424, -2.808], [-3.869, 4.439, 1.874]],
  "total_charge": 1,
  "homo_ev": -10.0,
  "relative_energy_kj_mol": 0.0,
  "energy_ha": -2702.4787
}

{
  "formula": "C36H59N4NaS2Si5Te",
  "method": "the ωB97M-V functional and the def2-TZVPD basis",
  "symbols": ["H", "C", "C", "C", "C", "C", "H", "H", "C", "H", "C", "Na", "H", "H", "H", "H", "C", "H", "H", "H", "Si", "C", "C", "H", "H", "C", "H", "H", "C", "H", "C", "N", "H", "H", "H", "H", "C", "C", "N", "C", "C", "C", "H", "H", "S", "H", "H", "N", "Te", "H", "H", "C", "C", "H", "H", "H", "C", "H", "H", "H", "H", "H", "H", "H", "N", "H", "C", "H", "H", "H", "H", "S", "C", "C", "H", "C", "C", "H", "Si", "H", "Si", "H", "H", "H", "Si", "H", "H", "Si", "C", "C", "H", "H", "C", "H", "C", "C", "H", "H", "H", "H", "H", "C", "H", "H", "C", "C", "C", "C"],
  "positions_angstrom": [[4.236, 0.750, 2.894], [-1.883, -0.018, -0.901], [2.788, 3.374, -1.614], [-1.710, 3.526, 0.760], [-1.851, 5.687, -0.812], [-7.388, -1.224, -1.758], [2.094, 2.177, -5.048], [6.264, -2.691, 4.198], [2.049, -4.913, 2.994], [-4.240, 3.065, 0.069], [-4.402, 0.108, 2.505], [-0.091, 1.649, -1.491], [-0.643, 3.753, 0.692], [-5.939, 1.814, -1.414], [5.007, -5.641, -0.688], [-4.542, -2.010, -0.088], [1.337, -2.229, 4.208], [-2.739, 6.783, 0.838], [-1.937, -0.138, -1.995], [7.267, -1.098, 1.917], [1.488, -3.156, 2.571], [-7.200, 0.146, -1.863], [6.344, -1.182, 1.332], [-0.923, -0.300, 4.120], [3.763, -0.289, 4.238], [-2.057, 4.343, -1.515], [4.417, -5.492, 0.979], [1.633, -5.168, -0.317], [-2.793, 5.789, 0.386], [2.236, -2.358, 4.822], [-2.321, 1.585, -4.361], [-2.200, 3.208, -0.577], [5.104, 1.924, -2.494], [4.606, -3.472, -2.731], [4.687, 1.079, -0.980], [-1.548, -0.961, -0.451], [-3.049, -0.372, 4.439], [1.274, 2.162, -4.331], [2.751, 2.641, -2.716], [-2.012, 0.159, 2.328], [-2.449, 4.703, 1.423], [-6.429, -1.994, -1.103], [6.165, -0.229, 0.822], [-2.031, 6.496, -1.525], [4.350, 3.447, -0.795], [-1.802, 5.113, 2.204], [3.065, -4.908, 3.405], [-1.095, 1.865, -3.930], [2.158, 0.079, 0.286], [-6.565, -3.067, -1.014], [-8.269, -1.691, -2.184], [-2.623, 1.281, -5.681], [-5.071, -0.011, -0.669], [5.663, -3.894, 3.037], [3.712, -1.985, -2.318], [-0.606, -2.269, 1.589], [4.379, -2.761, -1.927], [5.310, -2.265, -1.631], [0.539, 1.576, -6.844], [-3.358, 4.351, 1.918], [-1.218, 4.164, -2.196], [-1.805, 2.638, 1.385], [-3.638, 1.047, -5.974], [1.310, -3.845, -1.441], [1.480, 2.418, -3.099], [6.494, -1.945, 0.560], [-0.300, 1.569, -6.158], [5.465, 0.202, 4.065], [0.470, -2.565, 4.788], [-0.234, -3.856, 0.915], [-3.822, 5.654, 0.033], [1.547, 4.318, -0.945], [-5.294, -1.394, -0.577], [4.806, -4.932, 0.121], [-0.812, 5.774, -0.483], [-0.237, -3.270, 1.840], [-1.581, 1.279, -6.594], [-1.110, 0.276, 1.728], [-3.335, 0.661, -0.154], [-2.963, 4.397, -2.128], [4.864, -1.588, 2.427], [6.210, 2.025, -1.086], [-2.964, -0.644, 5.485], [-1.764, 1.049, -7.638], [2.958, -2.033, 1.148], [1.384, -5.371, 3.734], [-3.101, 1.595, -3.604], [3.581, -3.609, -0.451], [5.400, -2.985, 3.592], [-1.903, -0.177, 3.673], [5.757, -4.482, 0.429], [-0.942, -3.732, 2.540], [5.167, 1.960, -1.409], [4.582, -3.243, 4.273], [-6.056, 0.737, -1.324], [-4.300, -0.230, 3.851], [-7.944, 0.758, -2.364], [1.224, -1.157, 4.011], [-5.387, 0.200, 2.057], [2.346, -5.200, -1.942], [-5.196, -0.395, 4.439], [4.562, -0.090, 3.515], [-3.903, 2.570, -1.588], [2.059, -5.551, 2.104], [2.079, -4.548, -1.103], [-3.502, 2.537, -0.567], [-0.084, 1.854, -4.809], [-3.266, 0.315, 1.714]],
  "total_charge": -2,
  "homo_ev": -1.2,
  "relative_energy_kj_mol": 93.6,
  "energy_ha": -4300.5417
}

{
  "formula": "C36H56BNO16",
  "method": "the ωB97M-V functional and the def2-TZVPD basis",
  "symbols": ["B", "O", "C", "H", "H", "C", "C", "H", "H", "C", "H", "H", "H", "H", "H", "H", "O", "C", "H", "H", "O", "C", "H", "H", "H", "H", "C", "O", "C", "H", "H", "C", "C", "O", "C", "H", "H", "H", "H", "C", "C", "O", "H", "H", "C", "H", "H", "C", "C", "H", "C", "O", "C", "H", "H", "O", "H", "O", "H", "C", "H", "C", "H", "C", "H", "O", "H", "H", "H", "H", "C", "H", "O", "H", "C", "H", "H", "O", "N", "O", "H", "O", "H", "C", "H", "C", "C", "H", "H", "H", "H", "C", "H", "H", "O", "C", "C", "H", "H", "C", "C", "C", "H", "H", "O", "C", "C", "H", "C", "C"],
  "positions_angstrom": [[-0.843, -1.560, -1.741], [0.731, 1.764, -3.103], [2.320, -4.339, 4.209], [11.511, -2.199, 3.120], [-6.480, -0.191, -0.075], [5.212, 0.836, 0.464], [-2.009, -2.307, -2.495], [10.860, -3.770, 3.653], [-2.259, -1.796, -3.424], [-5.801, 1.497, -2.263], [4.833, 1.703, -4.192], [4.954, -1.497, 2.090], [4.437, 0.860, 2.533], [7.171, 2.805, -5.218], [4.225, 0.549, 0.099], [5.445, 1.840, 0.137], [-3.902, 2.562, -1.152], [-4.822, -0.935, 3.399], [-1.743, 3.762, -2.957], [-12.810, 2.168, -2.208], [8.382, -2.196, 3.701], [-4.949, 1.983, -1.103], [-10.925, 2.695, -3.582], [-3.545, 0.790, 3.593], [1.563, 2.460, -1.346], [-0.618, -0.411, -1.909], [7.469, 3.367, -3.120], [4.414, 2.737, -1.700], [-2.486, -0.996, 3.025], [-1.332, 2.989, -1.413], [-12.597, 2.381, 0.157], [0.880, -3.862, 4.300], [5.348, 2.843, -2.441], [9.894, -1.569, 5.226], [-0.611, 1.941, -3.118], [7.644, -2.564, 1.798], [-5.675, -0.262, 3.413], [-1.797, -3.359, -2.662], [1.936, -2.631, 1.954], [5.795, -0.800, 2.080], [-6.726, 0.865, -0.180], [-10.046, 2.325, -1.750], [1.474, -3.647, -1.712], [6.418, -0.985, 2.950], [0.369, 3.973, -2.381], [-3.546, -1.181, -1.388], [0.492, 4.551, -3.299], [9.791, -2.901, 1.953], [-3.528, -0.267, 3.862], [7.514, 4.421, -3.404], [5.347, 0.652, 1.974], [-1.353, 1.136, -3.599], [-10.549, 2.247, -0.493], [9.912, -1.992, 1.362], [2.312, 3.063, -2.825], [6.676, -0.196, -1.186], [-10.511, 4.132, -2.631], [-9.963, 1.710, 0.399], [0.484, 4.653, -1.539], [0.417, -3.927, 2.845], [8.077, -4.001, 2.741], [-7.153, 1.223, -1.595], [-0.397, -2.851, 0.148], [1.221, -2.669, -1.321], [0.307, -4.509, 4.957], [2.744, -4.265, 2.924], [-2.155, -1.926, 3.495], [0.036, -4.925, 2.624], [-12.904, 3.926, -2.135], [-0.359, -3.209, 2.588], [-3.190, -2.202, -1.573], [6.131, 1.307, 2.355], [-3.153, -1.324, 1.793], [8.458, 3.046, -2.805], [-10.915, 3.119, -2.582], [-5.052, -1.836, 3.969], [-5.345, 0.592, -2.668], [3.024, -4.703, 5.101], [-3.728, -3.209, -1.025], [6.563, 3.237, -2.009], [0.878, -2.842, 4.689], [-5.255, -1.660, 1.114], [-3.345, -0.339, 4.932], [-11.887, 2.958, -0.428], [10.056, -3.748, 1.323], [8.368, -2.979, 2.490], [1.721, -3.693, 2.091], [1.730, -4.181, 1.120], [1.883, -1.812, -1.384], [-4.495, -2.871, -0.443], [7.198, 1.460, -4.078], [6.227, -0.145, -0.078], [-7.747, 2.131, -1.586], [4.927, 3.466, -4.435], [-5.529, 1.639, 0.063], [9.644, -2.103, 4.188], [-0.969, 3.232, -2.411], [-5.857, 2.258, -3.037], [-7.478, 1.127, 0.559], [6.878, 2.493, -4.218], [-4.489, -1.338, 1.977], [-0.034, -2.441, -0.797], [-7.740, 0.445, -2.077], [-1.615, -0.386, 2.800], [6.572, -1.044, 0.882], [-12.277, 3.069, -1.901], [1.366, 2.820, -2.357], [-11.736, 3.935, 0.033], [5.380, 2.606, -3.937], [10.609, -2.792, 3.239]],
  "homo_ev": -7.8,
  "energy_ha": -2688.7743,
  "smiles": "[H]/N=C/CBC=C.O=C1CCCO1.O=C1CCCO1.O=C1CCCO1.O=C1CCCO1.O=C1CCCO1.O=C1CCCO1.O=C1CCCO1.O=C1CCCO1"
}